[1]
Molecular formula: C19H51ClNNaO11
Method: DFT, ωB97M-V/def2-TZVPD

Properties
M ... 528.1 g mol⁻¹
Electronic energy ... -2258.85168 hartree
Orbital gap ... 5.11 eV

```
84
C19H51ClNNaO11, DFT ωB97M-V/def2-TZVPD
Na 1.97 -3.34 -1.83
Cl -1.94 -0.21 -1.86
O -2.87 -1.26 -2.37
O -1.26 -0.61 -0.64
O -0.88 -0.07 -2.82
O -2.67 1.01 -1.80
C 4.08 3.17 6.72
C 4.69 3.76 5.41
C 5.54 2.65 4.86
C 5.61 2.40 3.30
C 4.17 2.46 2.76
C 3.54 3.87 3.01
N 3.62 4.22 4.47
O 2.75 5.26 4.88
C 4.28 4.96 2.19
C 2.13 3.73 2.56
C 5.48 5.10 5.61
H 3.43 2.33 6.47
H 3.48 3.97 7.15
H 4.92 2.92 7.36
H 6.58 2.88 5.08
H 5.37 1.68 5.31
H 5.89 1.36 3.08
H 6.33 2.91 2.66
H 3.57 1.66 3.19
H 4.24 2.41 1.67
H 5.32 4.99 2.51
H 4.38 4.60 1.16
H 3.97 6.00 2.30
H 1.68 4.72 2.47
H 2.08 3.51 1.50
H 1.50 3.07 3.16
H 6.47 4.92 6.02
H 5.01 5.81 6.29
H 5.65 5.64 4.68
H 3.25 6.07 4.77
C -8.50 -1.52 2.28
C -8.34 -1.04 0.82
O -7.74 -2.02 0.02
H -7.48 -1.60 2.64
H -8.98 -2.50 2.27
H -9.12 -0.83 2.86
H -7.60 -0.24 0.87
H -9.25 -0.68 0.33
H -6.91 -1.71 -0.34
C -4.23 7.16 -6.98
C -4.31 5.84 -6.17
O -4.13 6.08 -4.77
H -4.58 7.92 -6.28
H -4.81 7.31 -7.89
H -3.21 7.34 -7.30
H -3.41 5.29 -6.46
H -5.14 5.27 -6.58
H -3.72 5.27 -4.44
C -1.89 -6.81 -7.94
C -2.29 -5.30 -7.92
O -1.57 -4.49 -7.12
H -2.14 -7.45 -7.10
H -0.83 -6.81 -8.23
H -2.45 -7.23 -8.78
H -3.32 -5.22 -7.58
H -2.33 -4.93 -8.94
H -2.00 -4.27 -6.29
C -1.75 -5.37 3.92
C -1.22 -6.64 4.67
O -0.32 -7.32 3.91
H -2.27 -5.58 2.98
H -0.90 -4.89 3.43
H -2.16 -4.55 4.52
H -1.98 -7.36 4.97
H -0.86 -6.26 5.63
H -0.47 -8.24 4.14
C 5.06 -0.19 -4.06
O 5.41 -1.57 -3.72
H 4.64 -0.24 -5.07
H 4.30 0.26 -3.42
H 5.98 0.38 -4.03
H 6.20 -1.92 -4.14
C -1.69 -7.26 -1.79
O -1.56 -5.95 -1.26
H -2.55 -7.86 -1.49
H -1.72 -7.28 -2.88
H -0.75 -7.79 -1.64
H -2.45 -5.77 -0.96
```



[2]
Molecular formula: C19H20MoNOS4Sb
Method: DFT, ωB97M-V/def2-TZVPD

Properties
M ... 624.3 g mol⁻¹
Electronic energy ... -2766.62579 hartree
Net charge ... +2
Orbital gap ... 6.03 eV

```
47
C19H20MoNOS4Sb, DFT ωB97M-V/def2-TZVPD
Mo 0.63 -0.35 0.35
C -0.75 3.07 2.72
C -2.12 2.90 2.57
C -2.61 1.96 1.68
C -1.72 1.19 0.93
C -0.33 1.35 1.09
C 0.14 2.29 1.99
C -2.16 0.21 -0.07
C -3.49 -0.17 -0.23
C -3.79 -1.12 -1.17
C -2.80 -1.59 -2.05
C -3.13 -2.45 -3.13
C -2.19 -2.78 -4.06
C -0.91 -2.21 -3.97
C -0.55 -1.41 -2.92
C -1.47 -1.11 -1.91
N -1.15 -0.31 -0.80
H -0.38 3.81 3.41
H -2.81 3.51 3.14
H -3.68 1.85 1.57
H 1.20 2.44 2.15
H -4.26 0.24 0.40
H -4.81 -1.48 -1.29
H -4.14 -2.82 -3.20
H -2.44 -3.42 -4.89
H -0.19 -2.41 -4.75
H 0.43 -0.95 -2.92
S 0.28 -4.71 -1.06
Sb 1.83 -3.66 0.02
S 2.02 -1.24 -1.09
S 0.18 -1.90 1.69
S 3.64 -3.74 1.21
C 1.84 2.28 -0.97
C 2.89 1.66 -0.08
O 2.31 0.82 0.97
C 3.40 0.32 1.84
C 2.89 -0.31 3.10
H 2.37 2.79 -1.78
H 1.22 3.01 -0.45
H 1.19 1.54 -1.46
H 3.47 2.43 0.44
H 3.58 1.02 -0.64
H 3.99 1.21 2.06
H 4.00 -0.37 1.23
H 2.13 0.30 3.58
H 3.73 -0.39 3.79
H 2.51 -1.32 2.95
```



[3]
Molecular formula: C47H57OSi4
Method: DFT, ωB97M-V/def2-TZVPD

Properties
M ... 750.3 g mol⁻¹
Electronic energy ... -3058.19168 hartree
Net charge ... +1
Orbital gap ... 6.43 eV

```
109
C47H57OSi4, DFT ωB97M-V/def2-TZVPD
C -2.57 -6.33 1.34
C -1.72 -5.16 0.97
C -1.82 -4.60 -0.31
C -1.01 -3.53 -0.68
C -0.10 -3.00 0.26
C 0.94 -2.01 -0.21
C 2.35 -2.18 0.21
C 2.77 -3.49 0.31
C 4.10 -3.77 0.58
C 4.97 -2.69 0.78
O 6.33 -2.86 0.93
C 6.86 -4.15 1.06
C 8.03 -4.42 0.35
C 8.62 -5.67 0.45
C 8.07 -6.66 1.28
C 6.91 -6.37 2.02
C 6.31 -5.12 1.92
C 4.54 -1.35 0.72
C 3.22 -1.09 0.42
C -0.09 -3.46 1.57
C -0.84 -4.58 1.91
H -2.10 -6.91 2.13
H -3.58 -6.03 1.66
H -2.69 -6.98 0.46
H -2.54 -5.01 -1.03
H -1.05 -3.14 -1.72
H 0.83 -1.90 -1.30
H 2.03 -4.29 0.20
H 4.37 -4.82 0.62
H 8.43 -3.63 -0.29
H 9.52 -5.89 -0.13
H 8.54 -7.64 1.35
H 6.45 -7.13 2.66
H 5.38 -4.92 2.46
H 5.26 -0.57 0.86
H 2.86 -0.06 0.37
H 0.58 -2.98 2.27
H -0.77 -4.98 2.92
C -1.78 -0.99 -2.33
Si -2.51 0.66 -2.69
C -2.16 1.15 -4.43
C -4.40 0.42 -2.49
C -5.19 1.55 -2.25
C -6.57 1.42 -2.02
C -7.16 0.14 -2.04
C -6.37 -0.99 -2.26
C -4.99 -0.86 -2.50
C -2.12 2.04 -1.42
Si -0.63 2.93 -0.70
H 0.73 -1.03 0.11
C 0.95 2.97 -1.52
Si 0.43 4.82 -1.72
C 0.74 5.30 -3.45
C -1.37 5.16 -1.30
C 1.44 5.91 -0.56
C 0.84 6.99 0.10
C 1.64 7.89 0.83
C 3.03 7.68 0.91
C 3.62 6.57 0.28
C 2.82 5.68 -0.47
C -0.56 2.81 1.16
Si -0.82 1.47 2.52
C 0.66 0.38 2.86
C -1.28 2.43 4.05
C -2.31 0.33 2.09
C -2.23 -1.06 2.29
C -3.28 -1.90 1.87
C -4.41 -1.35 1.25
C -4.56 0.04 1.18
C -3.52 0.88 1.62
H -0.72 -1.02 -2.59
H -1.90 -1.22 -1.27
H -2.28 -1.78 -2.91
H -1.13 1.48 -4.53
H -2.31 0.29 -5.10
H -2.83 1.95 -4.75
H -4.73 2.55 -2.23
H -7.17 2.31 -1.84
H -8.24 0.04 -1.87
H -6.82 -2.00 -2.26
H -4.39 -1.75 -2.70
H -2.44 2.91 -2.00
H -2.91 1.91 -0.66
H 1.91 2.88 -0.96
H 1.08 2.52 -2.53
H 0.10 4.72 -4.13
H 0.50 6.37 -3.54
H 1.79 5.13 -3.70
H -2.05 4.72 -2.04
H -1.71 4.93 -0.27
H -1.46 6.26 -1.43
H -0.24 7.16 0.04
H 1.17 8.75 1.32
H 3.65 8.39 1.46
H 4.70 6.40 0.34
H 3.28 4.83 -0.98
H 0.36 3.28 1.52
H -1.36 3.52 1.38
H 1.58 1.00 2.88
H 0.57 -0.11 3.84
H 0.81 -0.41 2.11
H -0.56 3.25 4.16
H -2.28 2.87 3.94
H -1.26 1.81 4.95
H -1.34 -1.49 2.78
H -3.20 -2.98 2.03
H -5.17 -2.01 0.83
H -5.48 0.48 0.79
H -3.64 1.98 1.57
```



[4]
Molecular formula: C7H8CeCl2N5
Method: DFT, ωB97M-V/def2-TZVPD

Properties
M ... 373.2 g mol⁻¹
Electronic energy ... -1940.17097 hartree
Spin multiplicity ... 2
Net charge ... +2
Orbital gap (spin up / spin down) ... 7.38 / 7.43 eV
Expectation value of S² ... 0.761

```
23
C7H8CeCl2N5, DFT ωB97M-V/def2-TZVPD
Ce 1.32 0.22 0.92
N -0.20 4.08 -0.92
C 0.79 3.64 -0.11
N 0.66 2.34 0.04
C -0.47 1.99 -0.72
N -1.01 3.08 -1.32
C -1.10 0.63 -0.92
C -2.24 0.56 -1.74
N -2.92 -0.59 -2.02
C -2.43 -1.70 -1.45
C -1.31 -1.68 -0.64
N -0.63 -0.54 -0.36
H -0.39 5.03 -1.23
H 1.54 4.27 0.32
H -2.65 1.45 -2.21
H -2.96 -2.62 -1.67
H -0.92 -2.59 -0.19
Cl 3.73 -3.80 3.45
C 2.30 -3.84 2.41
Cl 1.91 -2.22 1.81
H 1.46 -4.23 2.98
H 2.50 -4.50 1.56
H 3.01 1.03 2.01
```



[5]
Molecular formula: C19H43EuOP3SSe
Method: DFT, ωB97M-V/def2-TZVPD

Properties
M ... 643.5 g mol⁻¹
Electronic energy ... -5357.99248 hartree
Spin multiplicity ... 7
Net charge ... +3
Orbital gap (spin up / spin down) ... 4.73 / 7.49 eV
Expectation value of S² ... 12.126

```
69
C19H43EuOP3SSe, DFT ωB97M-V/def2-TZVPD
Eu 0.42 0.49 0.23
P 2.26 -0.78 2.12
P 2.17 0.23 -2.19
P -1.81 0.49 2.22
H -2.08 -0.01 -3.42
C -2.73 0.54 -2.74
C -2.60 1.87 -2.62
H -1.82 2.41 -3.18
C 2.58 -2.55 2.43
C 3.94 -0.23 1.58
C 2.14 -0.08 3.81
C 1.42 0.79 -3.76
C 3.73 1.18 -2.30
C 2.71 -1.48 -2.59
C -3.44 1.07 1.60
C -1.62 1.54 3.69
C -2.30 -1.13 2.95
H -3.48 -0.03 -2.19
H -3.22 2.49 -1.96
H 3.43 -2.62 3.11
H 2.82 -3.06 1.49
H 1.70 -3.03 2.89
H 4.65 -0.58 2.35
H 4.01 0.87 1.50
H 4.22 -0.67 0.61
H 3.04 -0.39 4.36
H 1.25 -0.47 4.33
H 2.08 1.01 3.79
H 1.73 0.16 -4.61
H 1.74 1.83 -3.95
H 0.32 0.79 -3.67
H 4.43 0.70 -3.01
H 4.20 1.24 -1.30
H 3.48 2.20 -2.62
H 3.06 -1.56 -3.62
H 1.87 -2.17 -2.42
H 3.52 -1.76 -1.90
H -4.27 0.59 2.15
H -3.52 0.84 0.53
H -3.49 2.16 1.72
H -2.33 1.27 4.48
H -1.76 2.59 3.41
H -0.60 1.43 4.08
H -3.27 -1.04 3.45
H -1.53 -1.45 3.67
H -2.35 -1.88 2.15
C -2.03 -3.12 -1.45
C -2.79 -2.78 -2.58
C -3.57 -3.75 -3.23
C -3.60 -5.07 -2.77
C -2.83 -5.41 -1.65
C -2.06 -4.45 -0.97
Se -0.88 -1.92 -0.42
H -0.81 -0.95 -1.61
H -2.79 -1.77 -2.97
H -4.16 -3.45 -4.09
H -4.20 -5.83 -3.28
H -2.83 -6.44 -1.28
H -1.48 -4.72 -0.08
C 2.25 4.69 1.22
S 0.85 3.56 1.20
C -0.38 4.85 0.95
O 0.93 2.80 -0.16
H 2.14 5.30 2.12
H 2.20 5.32 0.32
H 3.16 4.08 1.31
H 0.00 5.50 0.14
H -1.31 4.33 0.73
H -0.47 5.42 1.89
```



[6]
Molecular formula: CH2O2S2
Method: DFT, ωB97M-V/def2-TZVPD

Properties
M ... 110.2 g mol⁻¹
Electronic energy ... -986.01807 hartree
Orbital gap ... 8.29 eV

```
7
CH2O2S2, DFT ωB97M-V/def2-TZVPD
C -0.17 -0.12 0.66
O -1.10 1.65 -1.02
O 1.46 -1.69 -0.80
S -0.94 0.17 -0.92
S 1.24 -0.30 -0.44
H 0.10 1.25 1.18
H -0.60 -0.96 1.35
```



Please write out number 6 again, unchanged.
Molecular formula: CH2O2S2
Method: DFT, ωB97M-V/def2-TZVPD

Properties
M ... 110.2 g mol⁻¹
Electronic energy ... -986.01807 hartree
Orbital gap ... 8.29 eV

```
7
CH2O2S2, DFT ωB97M-V/def2-TZVPD
C -0.17 -0.12 0.66
O -1.10 1.65 -1.02
O 1.46 -1.69 -0.80
S -0.94 0.17 -0.92
S 1.24 -0.30 -0.44
H 0.10 1.25 1.18
H -0.60 -0.96 1.35
```